No. 1
This record from the Open Molecules 2025 dataset describes a structure of composition C60H138BaN5O15 in a non-equilibrium geometry. The level of theory is wB97M-V/def2-TZVPD.

Energy   -3796.3933 hartree
Frontier orbital gap   6.50 eV
Highest occupied orbital energy   -9.4 eV
Net charge   +1

Cartesian coordinates (Å):
Ba 3.736 0.607 1.850
O 0.313 -0.915 -0.831
C 1.245 -0.537 -0.032
O 1.038 0.125 1.019
O 2.427 -0.728 -0.329
H 0.688 -1.430 -1.550
C 3.688 -3.715 1.676
C 5.002 -3.027 1.261
O 5.123 -1.901 2.121
H 3.718 -4.036 2.718
H 3.467 -4.602 1.083
H 2.932 -2.938 1.558
H 4.880 -2.741 0.216
H 5.860 -3.699 1.297
H 5.286 -2.214 3.014
C 4.977 -3.778 -6.632
C 4.795 -2.950 -5.414
O 4.744 -3.772 -4.263
H 5.823 -4.451 -6.489
H 5.114 -3.153 -7.514
H 4.090 -4.387 -6.809
H 3.831 -2.454 -5.530
H 5.637 -2.268 -5.296
H 3.897 -3.516 -3.891
C 4.915 4.902 0.451
C 3.818 4.162 1.200
O 3.304 3.076 0.434
H 4.562 5.251 -0.519
H 5.744 4.275 0.122
H 5.331 5.745 1.003
H 3.004 4.883 1.278
H 4.157 3.808 2.174
H 2.863 3.375 -0.364
C -1.091 -2.875 1.759
C -1.733 -1.728 2.589
O -0.682 -0.858 2.964
H -0.840 -2.439 0.792
H -1.837 -3.622 1.490
H -0.291 -3.435 2.242
H -2.209 -1.991 3.534
H -2.535 -1.186 2.089
H -0.276 -0.378 2.238
C 0.845 3.722 4.376
C 1.233 2.296 3.861
O 2.625 2.413 3.583
H 1.064 4.431 3.578
H 1.342 4.060 5.285
H -0.237 3.785 4.488
H 0.677 2.151 2.935
H 1.055 1.522 4.608
H 3.084 2.485 4.422
C 5.229 0.348 -2.046
C 6.416 0.382 -1.060
O 5.923 0.051 0.238
H 4.759 -0.609 -2.273
H 5.457 0.978 -2.906
H 4.422 0.995 -1.703
H 6.859 1.377 -1.025
H 7.210 -0.310 -1.341
H 6.477 0.436 0.920
C 2.059 -2.368 5.361
C 2.551 -0.950 5.244
O 2.304 -0.760 3.891
H 2.355 -3.046 4.561
H 0.984 -2.457 5.202
H 2.292 -2.809 6.330
H 3.603 -0.771 5.468
H 1.964 -0.255 5.845
H 1.376 -0.934 3.717
C 2.857 6.881 -2.040
C 1.974 6.032 -3.085
C 2.087 6.672 -4.429
C 3.358 6.231 -5.241
C 3.404 4.722 -5.397
C 3.274 3.983 -4.066
N 2.283 4.590 -3.165
O 2.072 3.968 -1.927
C 2.841 2.488 -4.324
C 4.674 4.037 -3.386
C 0.443 6.118 -2.752
H 2.719 6.481 -1.035
H 2.694 7.958 -2.095
H 3.892 6.692 -2.324
H 1.254 6.295 -5.023
H 1.956 7.753 -4.367
H 4.265 6.695 -4.853
H 3.366 6.706 -6.222
H 4.386 4.479 -5.802
H 2.771 4.299 -6.177
H 3.495 1.879 -4.947
H 2.698 1.919 -3.405
H 1.870 2.491 -4.820
H 5.405 3.465 -3.957
H 5.154 5.011 -3.295
H 4.569 3.441 -2.479
H 0.006 7.115 -2.799
H 0.241 5.739 -1.750
H -0.218 5.460 -3.317
H 1.200 3.587 -2.056
C 1.256 -4.554 -0.858
C 0.911 -4.346 -2.268
C -0.654 -4.327 -2.231
C -1.286 -3.764 -3.503
C -0.745 -2.334 -3.716
C 0.804 -2.358 -3.933
N 1.313 -2.973 -2.667
O 2.663 -2.806 -2.527
C 1.138 -3.083 -5.258
C 1.326 -0.852 -4.099
C 1.505 -5.464 -3.191
H 1.048 -3.640 -0.300
H 2.301 -4.820 -0.700
H 0.563 -5.271 -0.417
H -1.009 -5.357 -2.277
H -1.004 -3.859 -1.311
H -2.370 -3.749 -3.381
H -1.157 -4.490 -4.306
H -0.921 -1.770 -2.800
H -1.323 -1.722 -4.409
H 2.125 -3.535 -5.163
H 0.538 -3.893 -5.672
H 1.274 -2.364 -6.066
H 1.224 -0.311 -3.158
H 2.398 -0.761 -4.279
H 0.788 -0.184 -4.771
H 2.568 -5.267 -3.327
H 1.053 -5.569 -4.177
H 1.449 -6.467 -2.767
H 2.702 -2.140 -1.836
C -3.759 -1.883 -0.851
C -5.316 -1.847 -0.696
C -5.962 -2.250 -1.968
C -5.771 -3.716 -2.302
C -6.305 -4.617 -1.136
C -5.828 -4.196 0.322
N -5.706 -2.720 0.430
O -5.168 -2.276 1.698
C -6.830 -4.709 1.382
C -4.469 -4.898 0.555
C -5.824 -0.389 -0.442
H -3.232 -1.279 -0.112
H -3.510 -1.430 -1.811
H -3.268 -2.852 -0.771
H -6.986 -1.881 -2.020
H -5.452 -1.754 -2.794
H -4.734 -3.857 -2.606
H -6.266 -3.919 -3.251
H -6.014 -5.638 -1.379
H -7.388 -4.728 -1.199
H -6.503 -4.385 2.370
H -7.741 -4.126 1.249
H -7.031 -5.772 1.511
H -3.838 -4.950 -0.333
H -3.919 -4.472 1.394
H -4.753 -5.930 0.762
H -5.078 0.196 0.097
H -6.726 -0.490 0.161
H -6.049 0.193 -1.336
H -4.256 -2.540 1.558
C -3.122 1.400 4.971
C -3.208 0.481 6.137
C -4.588 -0.298 6.068
C -4.839 -1.250 7.207
C -3.620 -2.226 7.307
C -2.150 -1.624 7.195
N -2.149 -0.555 6.187
O -0.933 -0.085 5.795
C -1.845 -1.166 8.646
C -1.251 -2.839 6.764
C -3.121 1.327 7.387
H -2.306 2.120 4.921
H -3.973 2.082 4.985
H -3.207 0.870 4.022
H -5.435 0.385 5.998
H -4.670 -0.849 5.131
H -5.823 -1.698 7.068
H -4.865 -0.765 8.183
H -3.716 -2.927 6.478
H -3.755 -2.728 8.265
H -2.663 -0.623 9.120
H -1.625 -2.038 9.262
H -0.942 -0.555 8.645
H -1.193 -2.989 5.686
H -0.225 -2.805 7.129
H -1.581 -3.786 7.192
H -2.123 1.457 7.806
H -3.736 0.876 8.165
H -3.541 2.327 7.278
H -0.835 -0.435 4.906
C -2.559 1.211 -2.801
C -1.755 2.553 -2.871
C -2.739 3.780 -2.902
C -3.424 4.135 -1.542
C -2.368 4.340 -0.509
C -1.335 3.138 -0.365
N -0.852 2.820 -1.699
O 0.247 1.975 -1.590
C -0.141 3.664 0.555
C -2.050 1.959 0.297
C -0.921 2.591 -4.173
H -3.559 1.237 -2.370
H -1.923 0.531 -2.233
H -2.815 0.842 -3.793
H -2.247 4.685 -3.259
H -3.543 3.549 -3.600
H -3.995 3.244 -1.279
H -4.096 4.992 -1.493
H -2.929 4.607 0.387
H -1.716 5.158 -0.816
H 0.520 4.444 0.177
H -0.525 4.084 1.484
H 0.459 2.786 0.792
H -1.889 2.021 1.374
H -3.123 1.929 0.111
H -1.648 0.963 0.110
H -1.496 2.686 -5.094
H -0.330 1.676 -4.166
H -0.200 3.407 -4.215
H -0.242 1.214 -1.268

---

No. 2
This record from the Open Molecules 2025 dataset describes a cluster of 10 separate species, C60H150N10O20 in total in a non-equilibrium geometry. The level of theory is wB97M-V/def2-TZVPD.

Relative energy (zero: lowest compared OMol25 entry of this formula, charge and spin)   147.37 kcal/mol
SMILES   COCCNCCOC.COCCNCCOC.COCCNCCOC.COCCNCCOC.COCCNCCOC.COCCNCCOC.COCCNCCOC.COCCNCCOC.COCCNCCOC.COCCNCCOC
Energy   -4427.7248 hartree
Frontier orbital gap   9.12 eV
Highest occupied orbital energy   -8.6 eV
Net charge   0

Cartesian coordinates (Å):
C -3.767 7.297 -1.105
O -3.578 7.713 0.223
C -4.045 6.821 1.260
C -3.681 7.332 2.651
N -2.219 7.376 2.789
C -1.836 7.963 4.054
C -0.377 8.489 4.014
O -0.319 9.584 3.172
C 0.790 10.461 3.289
H -4.752 6.894 -1.341
H -3.085 6.482 -1.349
H -3.502 8.053 -1.843
H -3.730 5.785 1.135
H -5.127 6.836 1.131
H -4.129 6.665 3.388
H -4.178 8.301 2.694
H -1.938 7.996 2.043
H -1.936 7.193 4.819
H -2.482 8.829 4.202
H 0.323 7.697 3.751
H -0.086 8.745 5.033
H 1.000 10.630 4.345
H 0.668 11.372 2.703
H 1.632 9.965 2.806
C 8.016 -3.452 1.521
O 7.784 -3.431 2.935
C 8.879 -2.971 3.697
C 8.410 -2.713 5.175
N 8.232 -3.962 5.989
C 7.337 -4.902 5.345
C 6.939 -5.998 6.344
O 7.770 -7.183 6.351
C 7.336 -8.132 7.269
H 9.032 -3.741 1.254
H 7.957 -2.444 1.111
H 7.274 -4.048 0.989
H 9.156 -2.009 3.267
H 9.745 -3.632 3.667
H 7.525 -2.083 5.274
H 9.152 -2.092 5.678
H 9.119 -4.437 6.073
H 7.780 -5.377 4.470
H 6.392 -4.466 5.021
H 5.952 -6.333 6.023
H 6.977 -5.626 7.368
H 8.034 -8.966 7.343
H 6.462 -8.671 6.903
H 7.115 -7.674 8.233
C 9.955 4.723 4.288
O 11.291 4.792 3.890
C 12.215 4.900 4.918
C 13.718 4.942 4.377
N 14.238 3.715 3.717
C 15.512 3.918 3.044
C 16.121 2.551 2.610
O 15.339 1.963 1.609
C 15.946 0.834 1.005
H 9.684 3.792 4.786
H 9.343 4.653 3.388
H 9.624 5.535 4.935
H 12.226 4.048 5.598
H 12.038 5.762 5.561
H 14.454 5.243 5.123
H 13.689 5.750 3.647
H 13.642 3.396 2.967
H 16.328 4.301 3.655
H 15.346 4.551 2.172
H 16.114 1.841 3.437
H 17.127 2.633 2.197
H 15.165 0.468 0.338
H 16.343 0.163 1.767
H 16.713 1.197 0.321
C 1.860 6.067 -1.698
O 2.559 5.231 -2.671
C 2.116 3.827 -2.731
C 2.528 3.066 -1.481
N 1.377 2.925 -0.630
C 1.781 2.149 0.572
C 1.602 0.680 0.364
O 1.591 0.047 1.633
C 1.157 -1.251 1.543
H 0.795 6.207 -1.888
H 2.334 7.047 -1.751
H 2.003 5.620 -0.715
H 2.668 3.464 -3.598
H 1.050 3.778 -2.952
H 3.346 3.449 -0.871
H 2.876 2.075 -1.773
H 0.914 3.771 -0.330
H 1.078 2.585 1.282
H 2.707 2.403 1.088
H 2.484 0.281 -0.137
H 0.653 0.435 -0.112
H 0.942 -1.677 2.523
H 1.924 -1.847 1.048
H 0.240 -1.485 1.002
C -4.077 21.922 -2.513
O -4.790 21.324 -1.404
C -4.465 21.831 -0.131
C -5.456 21.251 0.837
N -5.846 19.885 0.463
C -4.955 18.983 1.166
C -5.163 17.564 0.691
O -4.927 17.389 -0.736
C -4.902 16.044 -1.236
H -3.017 21.900 -2.261
H -4.255 22.976 -2.727
H -4.288 21.379 -3.434
H -4.486 22.917 -0.221
H -3.446 21.541 0.124
H -6.301 21.937 0.779
H -5.139 21.304 1.879
H -5.561 19.730 -0.493
H -5.078 19.061 2.246
H -3.901 19.214 1.008
H -6.214 17.341 0.879
H -4.635 16.824 1.292
H -5.766 15.442 -0.953
H -4.017 15.625 -0.757
H -4.703 16.124 -2.304
C 7.576 -3.890 -8.479
O 7.023 -3.319 -7.313
C 6.059 -2.340 -7.552
C 4.712 -2.994 -7.945
N 4.305 -3.903 -6.911
C 3.263 -4.838 -7.407
C 3.015 -6.000 -6.373
O 4.067 -6.970 -6.496
C 4.092 -7.958 -5.443
H 8.383 -4.544 -8.149
H 8.028 -3.086 -9.061
H 6.945 -4.505 -9.120
H 6.342 -1.510 -8.199
H 5.943 -1.864 -6.578
H 4.833 -3.623 -8.827
H 3.984 -2.245 -8.255
H 5.119 -4.469 -6.717
H 3.657 -5.239 -8.341
H 2.344 -4.297 -7.631
H 2.094 -6.540 -6.588
H 2.939 -5.550 -5.384
H 4.230 -7.506 -4.460
H 4.973 -8.594 -5.517
H 3.221 -8.612 -5.408
C -5.683 -7.950 1.487
O -6.387 -7.615 2.658
C -6.047 -8.560 3.723
C -6.828 -8.370 5.030
N -8.237 -8.376 4.642
C -9.076 -7.837 5.695
C -10.595 -7.898 5.305
O -10.814 -7.079 4.152
C -12.234 -6.907 3.884
H -4.621 -8.058 1.708
H -5.788 -7.116 0.793
H -6.118 -8.800 0.961
H -4.966 -8.531 3.858
H -6.319 -9.537 3.322
H -6.443 -7.462 5.493
H -6.751 -9.147 5.791
H -8.351 -7.784 3.832
H -8.866 -6.771 5.784
H -8.798 -8.352 6.614
H -11.240 -7.502 6.089
H -10.959 -8.902 5.083
H -12.388 -6.305 2.988
H -12.644 -6.351 4.728
H -12.779 -7.832 3.697
C -5.528 -1.797 7.701
O -6.183 -1.623 6.492
C -5.647 -0.608 5.604
C -6.464 -0.677 4.254
N -7.872 -0.408 4.485
C -8.738 -0.832 3.413
C -8.497 0.026 2.119
O -9.565 -0.254 1.200
C -9.473 0.342 -0.096
H -5.808 -2.731 8.188
H -5.790 -0.944 8.328
H -4.457 -1.827 7.501
H -4.594 -0.810 5.403
H -5.777 0.388 6.028
H -6.286 -1.690 3.894
H -6.057 0.033 3.534
H -8.129 -0.740 5.404
H -9.724 -0.813 3.878
H -8.621 -1.890 3.182
H -7.589 -0.246 1.580
H -8.582 1.089 2.347
H -10.516 0.515 -0.361
H -9.034 -0.366 -0.800
H -9.067 1.353 -0.103
C -0.461 -14.917 -4.360
O -0.464 -15.330 -2.951
C -1.431 -14.621 -2.187
C -1.101 -14.753 -0.697
N -0.042 -13.836 -0.348
C 0.375 -13.952 1.027
C 1.438 -12.908 1.317
O 2.611 -13.132 0.546
C 3.639 -12.196 0.873
H 0.188 -14.080 -4.618
H -1.471 -14.793 -4.751
H -0.091 -15.853 -4.779
H -2.413 -15.070 -2.330
H -1.512 -13.581 -2.502
H -0.772 -15.736 -0.360
H -1.968 -14.456 -0.106
H 0.748 -14.029 -0.948
H 0.742 -14.965 1.192
H -0.455 -13.867 1.729
H 1.662 -13.014 2.378
H 1.104 -11.879 1.183
H 3.295 -11.181 1.071
H 4.369 -12.230 0.063
H 4.178 -12.588 1.736
C -6.589 -1.206 -13.429
O -6.443 -1.715 -12.136
C -7.584 -2.395 -11.583
C -7.204 -2.978 -10.221
N -7.017 -1.873 -9.199
C -6.517 -2.434 -7.919
C -5.700 -1.445 -7.165
O -4.504 -1.277 -7.842
C -3.370 -0.842 -7.096
H -5.676 -0.675 -13.700
H -7.376 -0.455 -13.498
H -6.902 -1.972 -14.138
H -7.850 -3.187 -12.283
H -8.457 -1.742 -11.598
H -6.261 -3.505 -10.369
H -7.940 -3.705 -9.878
H -6.291 -1.319 -9.630
H -5.941 -3.350 -8.050
H -7.376 -2.638 -7.280
H -5.487 -1.745 -6.139
H -6.211 -0.482 -7.175
H -3.096 -1.644 -6.410
H -3.477 0.041 -6.465
H -2.499 -0.703 -7.736

---

The lowest net charge belongs to which entry?
C60H150N10O20

---

Which of these has the lowest frontier orbital gap?
C60H138BaN5O15